1.
Density functional theory data (the ωB97M-V functional and the def2-TZVPD basis) for a molecular structure, C42H46N3O3P2PdS2Se.

## Properties
F_max (eV/Å): 2.5
Energy above the lowest of the compared OMol25 structures with the same formula, charge and spin (kcal/mol): 97.1
Orbital gap (eV): 3.665
Highest occupied orbital energy (eV): -8.391
Charge: +1
LUMO (Eh): -0.174

Last column: Löwdin charge in e.
Geometry (Å):
Pd 0.108 0.222 -0.356  0.509
O 1.595 -0.728 -2.184  0.076
C 1.865 0.028 -1.316  -0.379
C 3.077 0.844 -0.997  -0.201
C 4.350 0.453 -1.369  0.013
C 5.410 1.268 -0.982  -0.032
C 5.169 2.440 -0.270  -0.042
C 3.875 2.831 0.064  -0.054
C 2.817 2.009 -0.292  -0.283
P 1.023 2.296 -0.120  1.007
C 0.654 3.412 -1.498  -0.345
C 0.165 2.888 -2.689  -0.099
C -0.023 3.714 -3.789  -0.072
C 0.265 5.067 -3.699  -0.065
C 0.747 5.600 -2.507  -0.061
C 0.949 4.774 -1.415  -0.082
C 0.698 3.244 1.375  -0.374
C 1.462 3.021 2.518  -0.082
C 1.116 3.630 3.716  -0.060
C -0.003 4.446 3.782  -0.062
C -0.778 4.658 2.650  -0.073
C -0.435 4.056 1.449  -0.141
H 4.506 -0.463 -1.922  0.125
H 6.423 0.983 -1.229  0.117
H 6.004 3.061 0.027  0.115
H 3.703 3.761 0.592  0.114
H -0.078 1.830 -2.752  0.089
H -0.392 3.297 -4.716  0.110
H 0.120 5.709 -4.556  0.111
H 0.972 6.655 -2.433  0.111
H 1.334 5.194 -0.494  0.110
H 2.327 2.370 2.480  0.108
H 1.720 3.463 4.598  0.113
H -0.272 4.918 4.717  0.111
H -1.651 5.296 2.700  0.110
H -1.050 4.218 0.571  0.095
N 0.542 -0.738 2.072  0.059
C -0.566 -0.776 2.943  -0.273
C -0.430 -0.364 4.269  -0.026
C -1.492 -0.416 5.152  -0.075
C -2.723 -0.906 4.733  -0.086
C -2.873 -1.307 3.418  -0.039
C -1.824 -1.221 2.505  -0.191
C -2.103 -1.570 1.089  -0.236
C -2.387 -2.862 0.708  -0.024
C -2.693 -3.157 -0.617  -0.025
C -2.690 -2.177 -1.605  -0.056
C -2.416 -0.872 -1.257  -0.123
C -2.111 -0.554 0.086  -0.567
H 1.375 -0.435 2.564  0.089
H 0.734 -1.648 1.620  -0.054
H 0.540 -0.025 4.614  0.112
H -1.351 -0.106 6.178  0.107
H -3.552 -0.974 5.423  0.104
H -3.829 -1.682 3.072  0.122
H -2.328 -3.660 1.437  0.131
H -2.934 -4.176 -0.882  0.119
H -2.899 -2.436 -2.633  0.118
H -2.454 -0.078 -1.995  0.089
C 4.654 -5.930 -0.886  -0.046
C 4.214 -4.682 -0.146  -0.446
C 4.229 -3.436 -1.016  -0.082
O 2.955 -4.905 0.512  -0.324
P 1.455 -4.832 -0.049  -0.181
S 0.314 -5.969 1.006  0.219
S 0.909 -2.891 -0.158  0.347
O 1.748 -5.371 -1.548  -0.333
C 0.919 -5.483 -2.726  -0.443
C 0.800 -4.151 -3.446  -0.066
C -0.421 -6.120 -2.423  -0.074
H 5.689 -5.814 -1.212  0.083
H 4.027 -6.107 -1.758  0.071
H 4.591 -6.797 -0.230  0.089
H 4.891 -4.520 0.697  0.139
H 3.675 -3.592 -1.943  0.070
H 5.264 -3.192 -1.263  0.082
H 3.772 -2.602 -0.486  0.039
H 1.501 -6.166 -3.351  0.141
H 0.313 -3.411 -2.816  0.023
H 0.218 -4.290 -4.361  0.081
H 1.784 -3.770 -3.721  0.077
H -0.975 -5.520 -1.708  0.036
H -0.297 -7.108 -1.985  0.079
H -0.994 -6.208 -3.349  0.083
C -3.840 2.952 -2.026  0.012
N -4.462 2.955 -0.704  -0.118
C -5.781 3.239 -0.442  -0.008
C -5.941 3.128 0.899  -0.009
N -4.717 2.778 1.414  -0.121
C -4.445 2.518 2.826  0.002
C -3.804 2.692 0.433  -0.270
Se -2.077 1.249 0.653  1.104
H -4.458 3.534 -2.705  0.102
H -3.753 1.933 -2.398  0.089
H -2.852 3.399 -1.961  0.088
H -6.477 3.510 -1.214  0.136
H -6.808 3.276 1.517  0.137
H -5.123 3.117 3.429  0.102
H -3.418 2.796 3.046  0.082
H -4.585 1.462 3.052  0.096


2.
Density functional theory data (the ωB97M-V functional and the def2-TZVPD basis) for C6H7N in the gas phase.

## Properties
F_max (eV/Å): 3.9
Energy above the lowest of the compared OMol25 structures with the same formula, charge and spin (kcal/mol): 179.8
Orbital gap (alpha / beta) (eV): 7.196 / 7.942
Highest occupied orbital energy (alpha / beta) (eV): -8.029 / -8.596
LUMO (alpha / beta) (Eh): -0.031 / -0.024

Last column: Löwdin charge in e.
Geometry (Å):
C -1.144 0.996 -0.682  -0.120
C -1.788 -0.770 0.872  0.167
C 1.668 0.638 1.330  0.134
C -2.134 -0.035 -0.140  -0.161
C 1.035 0.327 0.206  -0.559
C 1.457 -0.899 -0.492  -0.068
N 0.091 1.073 -0.417  0.091
H -1.656 1.620 -1.488  0.126
H -0.945 -0.716 1.506  0.024
H -3.037 -0.189 -0.559  0.041
H 1.510 1.724 1.740  0.073
H 2.335 -0.709 -1.086  0.075
H 0.660 -1.485 -1.008  0.095
H 1.948 -1.574 0.220  0.081


3.
Density functional theory data (the ωB97M-V functional and the def2-TZVPD basis) for 6 unconnected molecules or ions with the total composition C13H25F12N6O11S4.

## Properties
F_max (eV/Å): 6.4
Energy above the lowest of the compared OMol25 structures with the same formula, charge and spin (kcal/mol): 128.1
Orbital gap (eV): 8.713
Highest occupied orbital energy (eV): -7.290
Charge: -1
LUMO (Eh): 0.052

Last column: Löwdin charge in e.
Geometry (Å):
N -0.437 0.517 -0.131  0.376
H -0.269 -0.252 0.501  0.131
H 0.439 0.988 -0.307  0.152
H -1.052 1.163 0.342  0.150
H -0.835 0.241 -1.017  0.135
C 1.772 -4.875 1.462  -0.678
F 1.119 -5.414 2.448  0.163
F 2.981 -5.431 1.306  0.132
F 1.022 -5.026 0.373  0.133
S 2.123 -3.008 1.803  0.677
O 3.224 -3.006 2.738  -0.295
O 2.462 -2.420 0.505  -0.340
N 0.579 -2.414 2.320  -0.336
S 0.606 -2.371 3.821  0.527
O 1.043 -3.550 4.584  -0.322
O 1.302 -1.130 4.234  -0.350
C -1.318 -2.113 4.126  -0.694
F -1.780 -1.144 3.429  0.160
F -2.034 -3.182 3.860  0.147
F -1.502 -1.781 5.435  0.097
C -3.475 2.561 -4.041  -0.666
F -3.169 2.612 -5.301  0.156
F -2.526 3.079 -3.238  0.116
F -4.654 3.217 -3.893  0.113
S -3.752 0.714 -3.614  0.691
O -4.140 0.768 -2.188  -0.360
O -4.731 0.262 -4.611  -0.304
N -2.140 0.084 -3.677  -0.326
S -2.020 -0.608 -5.077  0.582
O -2.659 -1.953 -5.205  -0.348
O -2.204 0.300 -6.224  -0.327
C -0.191 -1.113 -5.073  -0.661
F 0.222 -1.438 -6.293  0.141
F 0.488 0.005 -4.706  0.082
F 0.044 -2.117 -4.231  0.132
C -3.777 -6.025 0.321  -0.326
O -4.560 -6.965 0.444  -0.017
N -3.938 -5.011 -0.572  -0.167
C -3.066 -3.857 -0.770  -0.069
C -5.072 -4.835 -1.509  -0.049
H -2.954 -5.849 1.031  0.133
H -2.204 -3.864 -0.103  0.079
H -3.577 -2.898 -0.682  0.082
H -2.699 -3.851 -1.797  0.089
H -5.474 -3.822 -1.540  0.084
H -4.833 -5.079 -2.544  0.090
H -5.911 -5.473 -1.231  0.080
C -1.326 5.176 2.602  -0.355
O -1.528 4.137 1.980  -0.015
N -0.217 5.361 3.303  -0.175
C -0.099 6.548 4.150  -0.067
C 0.876 4.368 3.413  -0.027
H -1.967 6.071 2.589  0.136
H 0.210 6.233 5.146  0.087
H -1.004 7.150 4.234  0.081
H 0.641 7.287 3.840  0.081
H 0.888 3.677 4.256  0.096
H 0.898 3.726 2.532  0.076
H 1.829 4.883 3.298  0.086
C 4.904 2.478 -1.356  -0.360
O 3.801 2.238 -0.890  -0.010
N 6.064 2.423 -0.659  -0.178
C 7.296 3.056 -1.327  -0.023
C 6.126 2.102 0.772  -0.041
H 5.088 2.670 -2.425  0.128
H 7.427 3.985 -0.773  0.079
H 7.175 3.285 -2.386  0.074
H 8.133 2.362 -1.239  0.078
H 6.954 1.421 0.967  0.089
H 6.207 2.999 1.385  0.082
H 5.149 1.726 1.076  0.085


4.
Density functional theory data (the ωB97M-V functional and the def2-TZVPD basis) for 2 unconnected molecules or ions with the total composition C4H12S.

## Properties
F_max (eV/Å): 3.0
Energy above the lowest of the compared OMol25 structures with the same formula, charge and spin (kcal/mol): 10.2
Orbital gap (eV): 9.600
Structure (SMILES): CSC.CC
Highest occupied orbital energy (eV): -8.614
LUMO (Eh): 0.036

Last column: Löwdin charge in e.
Geometry (Å):
C -0.544 1.078 0.593  -0.472
S -2.084 2.009 0.727  0.730
C -1.728 2.784 2.339  -0.439
H -0.496 0.199 1.219  0.022
H -0.356 0.818 -0.469  0.027
H 0.386 1.588 0.887  0.041
H -1.009 3.590 2.250  0.027
H -1.427 2.103 3.152  0.043
H -2.717 3.175 2.618  0.021
C 0.891 -2.589 -1.167  -0.185
C 1.652 -1.761 -2.176  -0.175
H 1.085 -3.649 -1.133  0.057
H 1.038 -2.203 -0.130  0.063
H -0.186 -2.382 -1.191  0.061
H 1.449 -0.690 -2.226  0.059
H 1.332 -2.125 -3.161  0.063
H 2.714 -1.944 -2.133  0.056